DFT (ωB97M-V/def2-TZVPD) results for 4 unconnected molecules or ions with the total composition C39H55BF9INO10P2S2 at a distorted geometry.

XYZ file:
```
120
Properties=species:S:1:pos:R:3:forces:R:3
C -4.50328 2.27552 -6.75138 0.06 0.18 0.22
C -5.80572 1.53953 -6.65796 -0.39 0.26 -0.45
O -6.78926 1.86511 -7.25811 0.22 -0.23 0.09
O -5.80846 0.43603 -5.85735 -0.29 -0.07 0.38
C -5.55924 0.71455 -4.47538 0.23 -0.27 -0.16
C -5.80461 -0.53610 -3.66001 0.19 0.31 0.05
C -5.32954 -0.30534 -2.22991 0.21 -0.21 -0.29
C -5.44339 -1.53451 -1.33821 -0.10 0.25 -0.06
C -5.24627 -1.23124 0.14589 0.44 -0.34 -0.26
C -3.85050 -0.66705 0.47974 -0.37 0.51 -0.03
C -3.90790 0.67854 1.21901 -0.05 -0.58 0.22
C -2.48996 1.19876 1.51388 0.04 -0.27 -0.38
C -2.08456 2.60548 1.10682 -0.37 0.67 0.02
I -3.57830 3.90839 2.04880 0.06 -0.14 -0.08
C -2.15718 2.99542 -0.38374 -0.51 0.65 0.67
S -3.60798 2.80471 -1.43668 -0.12 -0.65 -0.21
N -0.96681 2.27952 -0.91493 0.10 -0.66 0.10
C -0.81117 2.09043 -2.39521 0.14 0.21 -0.60
C -1.23441 0.68461 -2.78892 -0.34 -0.27 -0.03
C -0.94914 0.39043 -4.26297 0.03 0.37 -0.04
F -2.01073 -0.18778 -4.85628 0.18 0.03 0.09
F -0.74906 1.58262 -4.91441 -0.07 -0.10 0.07
C 0.36721 -0.40935 -4.52234 -0.15 -0.07 -0.26
F 1.29106 0.08796 -3.68391 0.04 0.01 0.02
F 0.76777 -0.17150 -5.76808 -0.06 -0.08 -0.02
S 0.25543 -2.30334 -4.32317 0.50 0.24 0.07
F 1.51527 -2.47743 -5.25494 -0.02 -0.06 0.06
F -0.69989 -2.34953 -5.57285 -0.09 -0.03 -0.09
F -1.00490 -2.12997 -3.35616 -0.13 -0.03 0.06
F 1.20149 -2.26888 -3.05594 -0.10 -0.06 0.02
F 0.13383 -3.85887 -4.18033 -0.01 0.09 -0.03
C 0.16279 2.86709 -0.08894 0.28 0.41 0.05
C 0.61897 4.19628 -0.71878 -0.01 0.24 -0.34
C 2.04050 4.67544 -0.33154 -0.37 0.37 -0.04
C 3.04318 4.64776 -1.45715 0.48 -0.49 0.14
O 4.04274 3.98486 -1.40498 -0.23 0.32 -0.05
O 2.81189 5.47963 -2.49662 0.18 -0.26 -0.41
P 1.53375 1.63714 -0.35891 0.30 -0.86 -0.11
O 1.03897 0.25634 -0.55192 -0.32 0.03 -0.08
C -0.51619 2.92360 1.37405 0.05 -0.59 0.58
B 0.20482 1.83718 2.38371 -0.33 -0.27 0.52
O 0.80568 2.27059 3.54485 0.36 0.25 -0.71
O 0.18171 0.51771 2.06265 0.62 0.39 -0.53
P -0.30838 4.54103 2.21157 -0.39 0.66 -0.58
O -0.82626 5.67590 1.43057 0.04 -0.20 0.03
O -0.96182 4.35814 3.63718 0.16 0.10 0.15
O 1.26303 4.68757 2.48407 -0.09 0.16 0.21
H -4.35064 2.83728 -5.82818 0.05 0.07 0.02
H -4.56355 2.97930 -7.57324 0.09 0.00 -0.07
H -3.66453 1.59284 -6.85993 0.04 -0.07 -0.08
H -4.51039 1.00494 -4.34995 0.06 0.14 0.03
H -6.19887 1.53434 -4.14020 -0.06 0.08 0.00
H -5.21551 -1.32966 -4.12205 -0.17 -0.23 0.03
H -6.86120 -0.79547 -3.67321 -0.04 -0.14 -0.13
H -4.27324 -0.03988 -2.30139 0.10 0.21 0.13
H -5.84106 0.56017 -1.80208 -0.13 -0.02 0.13
H -4.69831 -2.26185 -1.66873 -0.01 -0.14 0.00
H -6.42200 -1.99033 -1.49092 -0.06 -0.09 0.07
H -5.35869 -2.17548 0.67728 -0.28 0.09 0.21
H -6.02564 -0.54036 0.46618 -0.07 0.00 0.17
H -3.28616 -0.51057 -0.44497 0.18 -0.19 -0.03
H -3.31091 -1.36929 1.11243 0.23 -0.12 -0.14
H -4.39343 0.47008 2.17177 -0.19 0.28 0.07
H -4.54867 1.35740 0.66565 0.11 0.20 0.04
H -2.29096 1.11567 2.58114 0.06 -0.01 0.08
H -1.79762 0.48891 1.05610 0.17 -0.07 -0.04
H -1.95187 4.06409 -0.34835 0.28 0.04 -0.44
H -4.29871 3.81321 -0.90075 0.10 0.18 0.15
H -1.01614 1.31651 -0.54255 -0.10 -0.07 -0.09
H 0.20986 2.28050 -2.71453 0.15 -0.05 0.30
H -1.43483 2.81222 -2.91262 0.00 0.20 0.16
H -2.31227 0.57742 -2.67370 -0.11 -0.01 0.04
H -0.76214 -0.06501 -2.15769 0.16 0.01 0.06
H -0.09219 4.98927 -0.51183 -0.06 -0.02 0.19
H 0.60577 4.07988 -1.80531 -0.08 -0.22 -0.02
H 2.47193 4.15210 0.50982 0.04 -0.19 0.06
H 1.95379 5.71736 -0.02525 0.01 0.05 0.07
H 1.89939 5.45692 -2.80526 -0.13 0.33 0.24
H 2.44243 1.84408 0.69275 -0.02 0.16 0.05
H 2.19865 2.08977 -1.50461 0.10 0.40 0.13
H 1.74192 2.03990 3.61200 -0.12 -0.24 0.42
H 0.95376 0.02771 2.38243 -0.29 -0.22 0.31
H -0.31472 4.43955 4.35145 -0.06 -0.27 0.07
H 1.41817 5.63821 2.61200 0.31 -0.05 -0.15
C -1.53151 -5.02165 -1.55139 0.00 0.02 0.00
C -0.93347 -6.25776 -1.74926 0.02 -0.01 0.00
C -1.12639 -7.27695 -0.82712 0.00 0.00 -0.01
C -1.92155 -7.06245 0.28993 0.01 0.00 0.00
C -2.52180 -5.82708 0.48752 -0.01 0.01 0.02
C -2.32372 -4.80735 -0.43254 0.01 -0.03 0.00
H -1.38018 -4.22624 -2.26858 -0.05 -0.07 0.06
H -0.31733 -6.42754 -2.62272 0.01 0.00 -0.01
H -0.65756 -8.23994 -0.97957 0.00 -0.01 -0.01
H -2.07468 -7.85911 1.00572 0.00 -0.01 0.01
H -3.14477 -5.66144 1.35747 0.00 0.00 0.00
H -2.78932 -3.84357 -0.27931 -0.06 0.09 0.02
C 5.05792 -1.22355 4.82514 0.02 -0.01 0.03
C 5.69890 -0.59800 3.76374 0.01 0.00 0.01
C 5.00858 -0.34206 2.58844 -0.01 0.06 0.00
C 3.67395 -0.71060 2.48102 -0.16 0.11 0.00
C 3.03021 -1.33453 3.54314 -0.02 0.10 -0.03
C 3.72510 -1.59325 4.71653 -0.02 0.01 0.04
H 5.60176 -1.42459 5.73910 0.01 0.00 0.00
H 6.73832 -0.31148 3.85396 0.01 -0.01 0.00
H 5.50949 0.13897 1.75826 0.01 -0.01 -0.01
H 3.13184 -0.51962 1.56155 0.02 -0.10 -0.14
H 1.99043 -1.63111 3.45705 0.01 -0.10 0.00
H 3.22993 -2.08596 5.54251 0.00 0.00 0.01
C 10.02352 -3.28274 8.31237 0.00 0.00 0.00
C 10.66254 -2.65897 7.24998 0.01 0.00 0.00
C 9.96885 -2.40379 6.07571 0.00 0.02 0.00
C 8.63410 -2.76795 5.96723 -0.03 0.03 -0.03
C 7.99427 -3.39031 7.02997 -0.02 0.02 -0.01
C 8.68988 -3.64996 8.20233 -0.01 0.00 0.01
H 10.56587 -3.48410 9.22664 0.01 0.00 0.01
H 11.70226 -2.37257 7.33714 0.01 -0.01 0.00
H 10.46886 -1.92239 5.24534 0.01 0.00 -0.01
H 8.09229 -2.56881 5.05051 0.00 -0.03 -0.02
H 6.95337 -3.67643 6.94406 0.00 -0.02 -0.01
H 8.19343 -4.13985 9.02963 0.00 0.00 0.01
```
Forces are in eV/Å.

The value obtained for the HOMO-LUMO gap is 7.9 eV. For the energy, the calculation gives -5026.561105 Ha. For the LUMO energy, the calculation gives -2.8 eV. As for the total charge: +1.

Results of the Löwdin charge analysis, in e, for atoms 1 through 99: number 1, C, carries 0.02; number 2, C, carries -0.53; number 3, O, carries 0.15; number 4, O, carries -0.01; number 5, C, carries -0.21; number 6, C, carries -0.16; number 7, C, carries -0.24; number 8, C, carries -0.20; number 9, C, carries -0.19; number 10, C, carries -0.20; number 11, C, carries -0.23; number 12, C, carries -0.25; number 13, C, carries -0.65; number 14, I, carries 1.16; number 15, C, carries -0.62; number 16, S, carries 0.88; number 17, N, carries -0.06; number 18, C, carries -0.12; number 19, C, carries -0.05; number 20, C, carries -0.43; number 21, F, carries 0.13; number 22, F, carries 0.11; number 23, C, carries -0.43; number 24, F, carries 0.12; number 25, F, carries 0.15; number 26, S, carries 0.77; number 27, F, carries -0.10; number 28, F, carries -0.10; number 29, F, carries -0.14; number 30, F, carries -0.12; number 31, F, carries -0.10; number 32, C, carries -0.37; number 33, C, carries -0.15; number 34, C, carries -0.11; number 35, C, carries -0.53; number 36, O, carries 0.13; number 37, O, carries 0.13; number 38, P, carries 0.85; number 39, O, carries -0.36; number 40, C, carries -0.19; number 41, B, carries -0.70; number 42, O, carries 0.16; number 43, O, carries 0.16; number 44, P, carries 0.41; number 45, O, carries -0.28; number 46, O, carries -0.16; number 47, O, carries -0.11; number 48, H, carries 0.08; number 49, H, carries 0.09; number 50, H, carries 0.09; number 51, H, carries 0.10; number 52, H, carries 0.14; number 53, H, carries 0.13; number 54, H, carries 0.13; number 55, H, carries 0.06; number 56, H, carries 0.11; number 57, H, carries 0.11; number 58, H, carries 0.12; number 59, H, carries 0.11; number 60, H, carries 0.11; number 61, H, carries 0.09; number 62, H, carries 0.12; number 63, H, carries 0.12; number 64, H, carries 0.05; number 65, H, carries 0.13; number 66, H, carries 0.10; number 67, H, carries 0.09; number 68, H, carries -0.11; number 69, H, carries 0.14; number 70, H, carries 0.12; number 71, H, carries 0.11; number 72, H, carries 0.10; number 73, H, carries 0.11; number 74, H, carries 0.10; number 75, H, carries 0.11; number 76, H, carries 0.10; number 77, H, carries 0.14; number 78, H, carries 0.11; number 79, H, carries 0.06; number 80, H, carries 0.06; number 81, H, carries 0.13; number 82, H, carries 0.10; number 83, H, carries 0.11; number 84, H, carries 0.12; number 85, C, carries -0.09; number 86, C, carries -0.09; number 87, C, carries -0.09; number 88, C, carries -0.09; number 89, C, carries -0.09; number 90, C, carries -0.10; number 91, H, carries 0.07; number 92, H, carries 0.10; number 93, H, carries 0.10; number 94, H, carries 0.10; number 95, H, carries 0.10; number 96, H, carries 0.08; number 97, C, carries -0.08; number 98, C, carries -0.08; number 99, C, carries -0.09